The following is a DFT calculation (ωB97M-V with the def2-TZVPD basis set) of a cluster of 10 separate species, C45H119N11O14 in total in a non-equilibrium geometry.

Cartesian coordinates (Å):
C: 5.1597 -1.4428 24.0234
O: 5.5656 -0.7253 22.8551
C: 5.1161 -1.5004 21.7172
C: 5.1019 -0.5826 20.5023
C: 6.4306 0.0055 20.0081
N: 4.1472 0.5045 20.7010
H: 5.4899 -2.4800 23.9673
H: 4.0987 -1.2788 24.2121
H: 5.7208 -1.0503 24.8714
H: 5.6087 -2.4520 21.5174
H: 4.0528 -1.6841 21.8707
H: 4.5967 -1.0979 19.6854
H: 6.3788 0.7137 19.1811
H: 7.0136 -0.7767 19.5219
H: 7.0004 0.3671 20.8640
H: 3.2313 0.0861 20.7801
H: 4.3679 0.7609 21.6527
C: -0.5554 10.6120 17.1567
O: 0.6911 11.0525 17.6691
C: 0.6005 12.2255 18.4599
C: 1.9118 13.0222 18.4676
C: 3.0580 12.2881 19.1921
N: 1.8464 14.1956 19.3109
H: -1.2070 10.4667 18.0184
H: -0.3878 9.6248 16.7262
H: -0.9444 11.3764 16.4840
H: -0.1854 12.8725 18.0704
H: 0.4487 11.9995 19.5154
H: 2.3267 13.0604 17.4604
H: 2.6907 11.9514 20.1615
H: 3.9698 12.8658 19.3436
H: 3.4003 11.5038 18.5169
H: 1.5487 13.8705 20.2196
H: 1.0793 14.7642 18.9819
C: 14.1089 0.6190 -0.6373
O: 12.9345 -0.0647 -1.1170
C: 13.1050 -1.3784 -1.5700
C: 13.9248 -1.3050 -2.8658
C: 13.1762 -0.4056 -3.8962
N: 14.1648 -2.5783 -3.5868
H: 14.7777 -0.0012 -0.0404
H: 13.7574 1.5347 -0.1618
H: 14.7282 1.0382 -1.4303
H: 13.5936 -1.8836 -0.7368
H: 12.1397 -1.8476 -1.7600
H: 14.8835 -0.8294 -2.6586
H: 12.4677 0.3228 -3.5018
H: 12.5907 -1.0209 -4.5794
H: 13.9384 0.0113 -4.5545
H: 14.4016 -3.2674 -2.8874
H: 13.2750 -2.8775 -3.9596
C: 9.0138 13.7337 27.4398
O: 8.1968 13.3763 26.2994
C: 8.7555 13.5004 25.0254
C: 9.9103 12.4866 24.9107
C: 10.4428 12.3376 23.4565
N: 9.4245 11.1140 25.2108
H: 9.3498 14.7539 27.2547
H: 9.8923 13.1121 27.6131
H: 8.4170 13.6913 28.3509
H: 7.9593 13.4670 24.2818
H: 9.2284 14.4777 24.9286
H: 10.7219 12.7701 25.5808
H: 11.0396 13.1787 23.1036
H: 9.5935 12.1363 22.8036
H: 11.1048 11.4744 23.3881
H: 8.5546 10.9388 24.7284
H: 9.0453 11.1788 26.1447
C: 16.5986 -2.8740 9.5782
O: 17.5661 -3.7655 10.1549
C: 17.0739 -4.8213 10.9669
C: 18.2456 -5.6996 11.2545
C: 18.8231 -6.4061 10.0730
N: 17.9010 -6.6598 12.2576
H: 17.1048 -2.2780 8.8188
H: 16.2405 -2.2605 10.4049
H: 15.7514 -3.3550 9.0894
H: 16.6644 -4.4462 11.9048
H: 16.2973 -5.3918 10.4574
H: 19.0990 -5.1413 11.6392
H: 18.9685 -5.7342 9.2271
H: 18.2378 -7.2603 9.7326
H: 19.7965 -6.8023 10.3620
H: 18.6142 -7.3681 12.1591
H: 17.0384 -7.1001 11.9709
C: 9.8522 6.6575 14.8362
O: 10.0067 7.5783 13.6964
C: 10.6769 6.9876 12.6642
C: 9.9541 5.6635 12.1470
N: 10.6849 4.4668 12.5230
C: 9.8319 3.2899 12.2627
C: 9.5760 3.0599 10.7931
O: 10.8543 2.9985 10.0937
C: 10.7916 2.8745 8.7019
H: 9.3554 5.7123 14.6178
H: 9.3498 7.1007 15.6961
H: 10.8674 6.4136 15.1494
H: 11.7194 6.7671 12.8938
H: 10.6562 7.7678 11.9033
H: 10.1324 5.6935 11.0721
H: 8.8955 5.7828 12.3776
H: 11.3607 4.2907 11.7934
H: 8.8923 3.2951 12.8153
H: 10.3406 2.3971 12.6264
H: 8.8749 3.8308 10.4733
H: 9.0381 2.1187 10.6790
H: 10.1595 2.0106 8.4967
H: 11.8067 2.8058 8.3107
H: 10.2556 3.6918 8.2194
C: 13.2757 16.7901 16.2403
O: 14.3061 16.4257 15.2928
C: 15.4121 15.8483 16.0172
C: 16.5160 15.4084 14.9777
N: 16.4548 14.0358 14.3920
C: 15.2381 13.5520 13.8081
C: 14.8763 14.3248 12.5276
O: 15.8239 14.0709 11.4529
C: 15.2646 14.3036 10.1865
H: 13.6307 17.6478 16.8117
H: 12.8773 16.0340 16.9168
H: 12.4111 17.1688 15.6951
H: 15.1850 15.1730 16.8421
H: 15.9569 16.6909 16.4431
H: 17.4076 15.4578 15.6026
H: 16.6150 16.0942 14.1362
H: 17.0139 14.0392 13.5509
H: 14.4073 13.5173 14.5128
H: 15.4243 12.5045 13.5713
H: 14.9286 15.4067 12.6499
H: 13.8675 14.0558 12.2144
H: 15.9923 14.1037 9.4000
H: 14.9079 15.3191 10.0147
H: 14.3940 13.6612 10.0546
C: 7.5700 13.5789 11.0533
O: 6.2287 13.5209 10.5272
C: 5.1874 13.0140 11.3871
C: 3.9107 12.4620 10.7099
N: 4.1638 11.3645 9.7632
C: 5.0352 10.2731 10.1432
C: 5.3352 9.2987 8.9426
O: 6.1207 9.8899 7.8897
C: 6.8027 8.9748 7.0920
H: 8.2195 13.8648 10.2259
H: 7.8168 12.6264 11.5222
H: 7.6007 14.2896 11.8791
H: 4.8718 13.8380 12.0271
H: 5.5985 12.2080 11.9949
H: 3.3582 13.2674 10.2259
H: 3.2788 11.9842 11.4586
H: 4.5398 11.8299 8.9494
H: 4.4609 9.8112 10.9463
H: 5.9698 10.5185 10.6475
H: 4.4271 8.9367 8.4603
H: 5.8723 8.4115 9.2780
H: 7.7759 9.3490 6.7742
H: 6.1676 8.8449 6.2156
H: 6.9071 7.9810 7.5273
C: 14.0442 3.7375 19.6645
O: 15.0724 3.3315 18.8067
C: 15.1724 4.1087 17.5941
C: 16.0037 3.4302 16.5250
N: 16.1041 4.3530 15.3874
C: 16.8584 3.5612 14.3822
C: 17.1081 4.4954 13.1444
O: 15.8050 4.6902 12.5225
C: 15.7746 5.6531 11.4880
H: 14.1070 4.8106 19.8448
H: 14.1190 3.1132 20.5548
H: 13.0337 3.5458 19.3038
H: 15.4775 5.1367 17.7899
H: 14.1308 4.2029 17.2870
H: 15.4946 2.5084 16.2436
H: 17.0356 3.3318 16.8621
H: 15.1493 4.4764 15.0820
H: 16.3196 2.6911 14.0072
H: 17.8292 3.2413 14.7606
H: 17.8583 4.2570 12.3905
H: 17.3883 5.4987 13.4653
H: 15.9171 6.6333 11.9430
H: 14.7567 5.5875 11.1035
H: 16.5552 5.4659 10.7507
N: 3.2508 2.3574 8.8450
C: 3.7156 1.1724 8.7592
N: 3.9703 0.7628 7.5849
O: 3.8774 0.4785 9.7510
H: 2.9449 2.6695 7.9345
H: 3.0474 2.6900 9.7767
H: 3.6882 1.3165 6.7887
H: 4.2557 -0.1998 7.4752

Forces on atoms 1 to 6 (eV/Å):
1.1 0.8 0.3
-0.1 -1.7 -0.4
-0.3 1.6 -0.3
-0.5 0.5 -1.7
0.4 -1.2 0.1
0.3 0.4 0.9

Calculated total energy (Eh): -3441.11269
Frontier orbital gap (eV): 8.822
LUMO level (eV): 0.32
SMILES string: COC[C@H](C)N.COC[C@H](C)N.COC[C@H](C)N.COC[C@H](C)N.COC[C@H](C)N.COCCNCCOC.COCCNCCOC.COCCNCCOC.COCCNCCOC.NC(N)=O
HOMO level (eV): -8.501

Results of the Löwdin charge analysis, in e, for atoms 1 through 8: -0.107 -0.194 -0.198 -0.444 -0.057 0.027 0.086 0.090